No. 1
Computed, not measured: C12H40BO8V as an isolated structure, with the ωB97M-V functional and the def2-TZVPD basis.

Last column: Löwdin charge in e.
Cartesian coordinates (Å):
O  -0.4731  -2.8010  -0.8866  -0.313
V  -0.2300  -1.6429  0.2190  0.879
O  -0.5903  -2.2469  1.6427  -0.286
B  -0.1686  0.6156  0.5017  -0.391
H  -0.5085  0.2162  -0.4890  -0.017
H  0.8300  0.1956  0.7946  0.001
H  -0.1120  1.7380  0.4128  -0.005
H  -0.9565  0.3563  1.2718  -0.002
C  -5.0692  0.2521  2.9863  -0.118
O  -3.9549  -0.2710  2.2592  -0.146
H  -4.8983  0.1896  4.0617  0.081
H  -5.1785  1.2745  2.6208  0.081
H  -5.9817  -0.3127  2.8029  0.080
H  -3.1607  0.1317  2.6266  0.081
C  2.7671  3.5356  0.9719  -0.138
O  1.8887  3.4027  -0.1558  -0.152
H  3.5096  2.7351  0.9765  0.067
H  3.3297  4.4346  0.7229  0.075
H  2.2091  3.6146  1.9027  0.077
H  1.1463  2.8011  -0.0443  0.007
C  -1.8457  3.7258  1.5133  -0.161
O  -1.7578  2.6033  2.3957  -0.140
H  -2.7997  4.2426  1.6325  0.075
H  -1.0509  4.4640  1.6262  0.078
H  -1.9034  3.3835  0.4764  0.070
H  -1.0259  2.1023  2.0014  0.004
C  2.7718  -2.2474  2.2345  -0.034
C  2.6769  -2.9268  0.8552  -0.412
C  1.9232  -4.2315  0.8570  -0.060
O  2.0240  -2.0055  -0.0280  -0.120
H  3.5766  -2.5630  2.9006  0.079
H  1.9397  -2.3389  2.9411  0.080
H  2.7636  -1.1578  2.1584  0.077
H  3.6085  -3.1278  0.3225  0.146
H  1.9865  -4.7673  -0.0927  0.088
H  0.8470  -4.2050  1.0249  0.063
H  2.2927  -4.9067  1.6328  0.090
H  2.4821  -1.9353  -0.8776  0.085
C  -4.0515  0.8114  -0.6720  -0.033
C  -3.5504  -0.5731  -1.1048  -0.428
C  -2.8518  -0.6328  -2.4565  -0.045
O  -2.7732  -1.2305  -0.0761  -0.108
H  -4.2389  1.4409  -1.5440  0.078
H  -3.3645  1.2839  0.0294  0.071
H  -5.0342  0.7679  -0.2001  0.072
H  -4.4249  -1.2263  -1.1719  0.135
H  -1.8393  -0.2250  -2.4740  0.066
H  -3.4725  -0.2359  -3.2578  0.082
H  -2.6686  -1.6759  -2.7287  0.080
H  -3.3273  -1.2314  0.7190  0.069
C  1.9608  0.5226  -2.7571  -0.054
C  3.1701  -0.1724  -3.2208  -0.472
C  4.4309  0.3226  -2.4905  -0.044
O  3.0068  -1.5727  -2.8919  -0.069
H  1.8953  0.4731  -1.6679  0.069
H  1.0409  0.0582  -3.1155  0.090
H  2.0285  1.5686  -3.0584  0.101
H  3.2983  -0.1001  -4.3034  0.140
H  4.7151  1.2955  -2.8965  0.082
H  5.2304  -0.4131  -2.5790  0.075
H  4.2927  0.4952  -1.4217  0.077
H  3.6198  -2.0781  -3.4329  0.094

Calculated values
2S+1: 1
Gap between HOMO and LUMO: 9.58 eV
LUMO: -0.44 eV



No. 2
Computed, not measured: one molecule with the formula C17H17N5O2S, with the ωB97M-V functional and the def2-TZVPD basis.

Last column: natural (NBO) charge in e.
Cartesian coordinates (Å):
C  -6.2417  -0.1185  -0.8233  -0.252
H  -7.0068  -0.8610  -1.0447  0.200
O  -5.0400  -0.8387  -0.6908  -0.494
C  -3.8975  -0.1506  -0.4153  0.285
C  -3.8134  1.2256  -0.2376  -0.292
C  -2.5976  1.8260  0.0413  -0.230
C  -1.4459  1.0594  0.1468  0.191
C  -1.5268  -0.3206  -0.0324  -0.238
C  -2.7356  -0.9177  -0.3088  -0.235
H  -2.8081  -1.9842  -0.4496  0.220
H  -0.6348  -0.9261  0.0462  0.211
N  -0.1833  1.6039  0.4233  -0.620
C  0.1481  2.8861  0.6801  0.667
O  -0.6136  3.8250  0.7360  -0.605
C  1.6427  3.1398  0.8976  -0.618
H  2.0443  3.6358  0.0118  0.288
H  1.7608  3.7970  1.7593  0.258
S  2.6763  1.6771  1.1983  0.273
C  3.1783  1.3540  -0.4261  0.151
N  2.9915  2.0967  -1.4988  -0.333
N  3.5714  1.4448  -2.4940  -0.050
N  4.0949  0.3605  -2.1058  -0.067
N  3.8794  0.2508  -0.7917  -0.204
C  4.2379  -0.8980  -0.0043  -0.259
C  2.9980  -1.7073  0.2903  0.035
C  2.4865  -1.7883  1.5776  -0.235
C  1.3236  -2.5003  1.8197  -0.206
C  0.6625  -3.1269  0.7767  -0.215
C  1.1654  -3.0406  -0.5120  -0.194
C  2.3284  -2.3321  -0.7553  -0.238
H  2.7203  -2.2567  -1.7596  0.226
H  0.6493  -3.5217  -1.3289  0.221
H  -0.2464  -3.6774  0.9666  0.222
H  0.9310  -2.5600  2.8234  0.221
H  2.9979  -1.2938  2.3903  0.216
H  4.9518  -1.4722  -0.5994  0.247
H  4.7114  -0.5588  0.9212  0.222
H  0.5633  0.9192  0.4501  0.405
H  -2.5434  2.8929  0.1774  0.254
H  -4.6887  1.8504  -0.3139  0.220
H  -6.1894  0.6028  -1.6450  0.177
H  -6.5021  0.4034  0.1031  0.175

Calculated values
2S+1: 1
Gap between HOMO and LUMO: 8.40 eV
LUMO: 0.39 eV



No. 3
Computed, not measured: C4H2Cl2 as an isolated structure, with the ωB97M-V functional and the def2-TZVPD basis.

Last column: natural (NBO) charge in e.
Cartesian coordinates (Å):
C  2.0324  -0.4495  1.2980  -0.072
C  1.3942  0.1185  0.2790  -0.221
C  0.9148  0.5808  -0.7751  -0.083
C  -2.2058  -0.3544  -0.8086  -0.182
Cl  -2.8919  1.1390  -0.6899  0.086
Cl  -1.5898  -0.8268  0.6363  0.096
H  1.4905  -1.1609  1.7839  0.150
H  0.8555  0.9534  -1.7235  0.226

Calculated values
2S+1: 1
Gap between HOMO and LUMO (alpha / beta): 7.05 / 7.05 eV
LUMO (alpha / beta): -1.76 / -1.76 eV



Table of strongest force on any atom (hartree/bohr), in record order: 0.06004; 0.03257; 0.06200
Table of electronic energy (Eh), in record order: -2051.8530; -1480.4397; -1073.6797